ORCA calculation (ωB97M-V/def2-TZVPD) on the ion C9H13N2O4 with charge -1 in a non-equilibrium geometry.

## Properties
Total energy: -20714.656 eV
Orbital gap: 8.5 eV
Charge: -1
Structure (SMILES): CC(C)(C)N(C(=O)[O-])[C@@]1(O)C=CC(=O)N1
F_max: 0.0875 Eh/bohr
Energy above the lowest of the compared OMol25 structures with the same formula, charge and spin: 0.00 kcal per mole
Spin multiplicity: 1

Each line ends with the Löwdin charge.
Element x y z (Å)
C 1.0071 0.4321 -1.6655  -0.044
C 1.2223 0.1224 -0.1404  -0.523
C 1.1627 1.4640 0.5263  -0.032
C 2.6241 -0.5235 0.0811  -0.008
N 0.2498 -0.8454 0.3597  0.077
C 0.3370 -2.2686 -0.2665  -0.663
O -0.1164 -3.1683 0.4757  -0.010
O 0.6856 -2.3332 -1.4282  0.016
C -1.1610 -0.6055 0.5597  -0.507
O -1.8176 -1.5876 1.2151  0.020
C -1.4384 0.6812 1.4186  0.019
C -2.4363 1.3764 0.8912  -0.022
C -2.8563 0.9350 -0.4241  -0.492
O -3.6269 1.5953 -1.0828  0.045
N -2.1542 -0.2759 -0.5791  0.166
H 0.9689 -0.4835 -2.2250  0.050
H 0.0625 0.9672 -1.6592  0.059
H 1.8399 1.1504 -2.0001  0.105
H 0.5190 1.4141 1.3731  0.048
H 0.7752 2.1198 -0.2111  0.074
H 2.0148 1.7805 0.9195  0.031
H 2.4792 -1.5565 0.3300  0.066
H 3.2336 -0.4357 -0.7901  0.069
H 3.1183 -0.0385 0.9221  0.071
H -1.1749 -2.3521 1.1638  0.041
H -0.9193 0.7506 2.4000  0.129
H -2.9237 2.2066 1.2815  0.085
H -1.6751 -0.5213 -1.4449  0.129



ORCA calculation (ωB97M-V/def2-TZVPD) on a structure of composition C9H13N2O9PdSSeSi in a non-equilibrium geometry.

## Properties
Total energy: -118487.915 eV
Orbital gap (alpha / beta): 8.2 / 6.2 eV
Charge: -1
F_max: 0.0578 Eh/bohr
Energy above the lowest of the compared OMol25 structures with the same formula, charge and spin: 78.44 kcal per mole
Spin multiplicity: 5

Each line ends with the Löwdin charge.
Element x y z (Å)
Pd 1.0939 -1.7026 -0.0256  1.030
O 2.2555 0.6302 1.7744  -0.542
S 2.5070 -0.8300 1.9746  0.216
O 3.3453 -1.0154 3.1209  -0.287
O 1.1655 -1.4753 2.1277  -0.456
O 3.1092 -1.3693 0.7305  -0.383
O -1.0132 -1.4175 -3.7034  0.044
C -0.6552 -1.3779 -2.5379  -0.632
O 0.4746 -1.0300 -2.0893  -0.120
C -1.6986 -1.6954 -1.4456  -0.182
C -3.0631 -1.6175 -1.6971  0.003
C -3.9414 -1.7986 -0.6421  -0.058
C -3.4324 -2.0389 0.6271  -0.054
C -2.0589 -2.1158 0.7897  -0.125
N -1.2307 -1.9571 -0.2318  0.013
H -3.3928 -1.4231 -2.7060  0.116
H -5.0087 -1.7471 -0.8071  0.103
H -4.0845 -2.1561 1.4783  0.100
H -1.6019 -2.3168 1.7511  0.120
C -0.0805 3.7307 1.7502  -0.220
Si 0.8536 2.9211 0.2616  0.370
C 2.7170 3.3665 0.3554  -0.195
C 0.0297 3.4000 -1.4163  -0.227
Se 0.2582 0.6767 0.5351  0.812
H -0.0570 4.8157 1.7365  0.019
H 0.3846 3.3898 2.6702  0.024
H -1.1169 3.4028 1.7650  0.014
H 2.9088 4.4280 0.4943  0.022
H 3.2520 3.0376 -0.5302  0.027
H 3.1287 2.8194 1.1988  0.011
H 0.0145 4.4664 -1.6100  0.015
H -0.9925 3.0319 -1.4250  0.014
H 0.5502 2.9114 -2.2337  0.023
O 1.8510 -3.6075 -1.2193  -0.037
N 1.3498 -4.5060 -0.5071  -0.604
O 1.5228 -5.6684 -0.7789  0.055
O 0.6568 -4.1616 0.4651  -0.029



ORCA calculation (ωB97M-V/def2-TZVPD) on an isolated molecule of C9H13N3S in a non-equilibrium geometry.

## Properties
Total energy: -24848.782 eV
Orbital gap: 9.1 eV
Charge: 0
Structure (SMILES): Nc1nnc(CC2=CCCCC2)s1
F_max: 0.0316 Eh/bohr
Energy above the lowest of the compared OMol25 structures with the same formula, charge and spin: 19.56 kcal per mole
Spin multiplicity: 1

Each line ends with the Löwdin charge.
Element x y z (Å)
N 3.4301 0.8115 -1.6485  0.077
C 2.5925 0.1501 -0.8177  -0.708
N 2.7460 0.0538 0.4581  -0.014
N 1.7447 -0.5733 1.0688  -0.003
C 0.8089 -0.9803 0.3037  -0.584
C -0.4336 -1.6539 0.7579  -0.147
C -1.5607 -0.6533 0.7551  -0.265
C -1.9674 -0.0015 1.8368  -0.052
C -3.0539 1.0134 1.6809  -0.192
C -2.7143 1.9654 0.5224  -0.186
C -2.2346 1.2178 -0.7334  -0.183
C -2.2252 -0.3067 -0.5434  -0.170
S 1.1001 -0.5912 -1.4039  1.046
H 3.4064 0.5787 -2.6265  0.086
H 4.3283 1.0483 -1.2597  0.101
H -0.2613 -2.0250 1.7687  0.122
H -0.6680 -2.4887 0.0934  0.117
H -1.5309 -0.1678 2.8089  0.113
H -3.9960 0.5037 1.4537  0.114
H -3.1955 1.5840 2.5987  0.107
H -1.9300 2.6440 0.8609  0.108
H -3.5930 2.5700 0.2926  0.102
H -2.8665 1.4629 -1.5885  0.105
H -1.2191 1.5337 -0.9784  0.094
H -1.7199 -0.7775 -1.3881  0.087
H -3.2579 -0.6692 -0.5248  0.123



Q: Which of these has the lowest F_max?
A: C9H13N3S